Entry 1:
{
  "formula": "C36H31N3O4P2Ti",
  "method": "the ωB97M-V functional and the def2-TZVPD basis",
  "total_energy_ha": -3387.8178,
  "e_homo_ev": [-10.5737, -10.5790],
  "charge": 1,
  "e_above_lowest_kj_mol": 65.11,
  "spin_multiplicity": 2,
  "species": ["Ti", "C", "P", "C", "C", "C", "C", "C", "C", "C", "C", "C", "C", "C", "C", "C", "C", "C", "C", "C", "P", "C", "C", "C", "C", "C", "C", "C", "C", "C", "C", "C", "C", "N", "H", "H", "H", "H", "H", "H", "H", "H", "H", "H", "H", "H", "H", "H", "H", "H", "H", "H", "H", "H", "H", "H", "H", "H", "H", "H", "C", "C", "N", "C", "C", "N", "C", "O", "O", "C", "O", "O", "H", "H", "H", "H", "H"],
  "xyz": [[-0.28488, 0.40112, 0.06728], [-0.95232, 3.13064, 1.75116], [-0.39947, 2.93174, 0.01848], [-1.54316, 3.77396, -1.09014], [-2.68749, 4.41301, -0.61890], [-3.56807, 5.01055, -1.50692], [-3.31043, 4.97322, -2.86711], [-2.17093, 4.33667, -3.34290], [-1.29430, 3.73531, -2.46117], [1.16883, 3.82586, -0.03817], [2.33281, 3.18378, 0.36939], [3.53578, 3.86972, 0.38564], [3.58102, 5.19823, -0.00750], [2.42226, 5.84436, -0.41355], [1.21831, 5.16326, -0.42862], [-0.07432, 2.18499, 2.50693], [0.64687, 2.36657, 3.64636], [1.40350, 1.17679, 3.86041], [1.10435, 0.32446, 2.84383], [1.59392, -1.06248, 2.56128], [1.54489, -1.34245, 0.75125], [1.21678, -3.09883, 0.48180], [0.04372, -3.64250, 1.00505], [-0.28345, -4.96311, 0.76468], [0.55202, -5.75140, -0.01756], [1.71308, -5.21639, -0.54857], [2.04885, -3.89259, -0.30364], [3.17940, -0.95159, 0.10465], [3.29671, -0.16797, -1.03687], [4.55154, 0.15106, -1.53625], [5.68887, -0.31863, -0.90119], [5.57963, -1.11371, 0.23374], [4.33208, -1.42940, 0.73483], [0.18942, 0.91590, 1.96345], [-2.01396, 2.86132, 1.82762], [-0.83343, 4.15919, 2.10297], [-2.88983, 4.47112, 0.44100], [-4.44950, 5.51211, -1.13703], [-3.99305, 5.44109, -3.55915], [-1.96885, 4.30789, -4.40190], [-0.41393, 3.23147, -2.84488], [2.31145, 2.14018, 0.69678], [4.43302, 3.36142, 0.70611], [4.51852, 5.73187, 0.00203], [2.45485, 6.87807, -0.72065], [0.32233, 5.67187, -0.75260], [0.64982, 3.25015, 4.25559], [2.07547, 0.97888, 4.67371], [0.96562, -1.83576, 3.02797], [2.61363, -1.20000, 2.93847], [-0.62279, -3.03719, 1.62344], [-1.19161, -5.37576, 1.17561], [0.29274, -6.78002, -0.21608], [2.36232, -5.82690, -1.15874], [2.95149, -3.48199, -0.73272], [2.40421, 0.19035, -1.55994], [4.63067, 0.76266, -2.42161], [6.66499, -0.07219, -1.29037], [6.46552, -1.48705, 0.72368], [4.26036, -2.05629, 1.61390], [-4.20114, 0.36445, 1.46752], [-3.44029, -0.42404, 0.46774], [-2.35562, -0.01802, -0.18833], [-1.96990, -1.08441, -1.00051], [-2.84296, -2.12740, -0.82411], [-3.77241, -1.67691, 0.08527], [-2.97034, -3.53758, -1.32265], [-2.06675, -3.95196, -2.18389], [-3.84968, -4.21620, -0.85434], [-0.79631, -0.97641, -1.95566], [-0.49900, -1.93969, -2.65792], [-0.20279, 0.17953, -1.90086], [-3.94932, 1.41929, 1.35883], [-3.95519, 0.04538, 2.48067], [-5.27222, 0.24386, 1.31837], [-4.54574, -2.24604, 0.40412], [-1.36771, -3.26017, -2.34989]],
  "forces_ev_per_a": [[0.17, 0.83, 0.50], [-0.19, 0.11, 0.08], [0.00, -0.02, 0.10], [-0.10, 0.00, 0.08], [0.09, 0.02, 0.05], [0.00, 0.00, -0.07], [0.06, -0.04, -0.01], [-0.10, 0.07, 0.01], [0.13, -0.13, -0.01], [-0.09, 0.09, -0.10], [0.04, -0.39, 0.14], [0.00, 0.00, 0.00], [-0.03, -0.03, 0.00], [0.04, -0.04, 0.02], [0.00, -0.07, -0.01], [0.05, -0.12, -0.04], [-0.09, -0.05, -0.14], [-0.07, -0.05, -0.09], [-0.05, -0.18, -0.33], [0.14, -0.23, 0.23], [-0.32, 0.13, 0.15], [0.16, -0.04, -0.15], [-0.17, 0.17, 0.22], [0.04, -0.06, -0.09], [-0.02, 0.04, 0.02], [0.00, 0.02, 0.01], [-0.08, 0.07, 0.04], [0.10, -0.13, 0.12], [-0.32, 0.17, -0.24], [-0.02, -0.01, 0.02], [-0.03, 0.00, 0.01], [-0.02, 0.05, -0.07], [-0.09, 0.00, 0.02], [0.21, 0.34, 0.24], [0.12, 0.02, -0.03], [0.00, -0.11, -0.03], [0.00, -0.02, 0.08], [-0.06, 0.04, 0.04], [-0.07, 0.05, -0.07], [0.02, 0.00, -0.12], [0.01, -0.01, 0.04], [-0.02, 0.27, -0.09], [0.08, -0.02, 0.02], [0.10, 0.05, 0.00], [0.02, 0.10, -0.02], [-0.11, 0.03, -0.03], [0.00, 0.16, 0.11], [0.12, -0.03, 0.14], [0.10, 0.17, -0.08], [-0.20, -0.02, -0.01], [0.14, -0.06, -0.12], [-0.10, -0.06, 0.04], [-0.03, -0.08, -0.01], [0.03, -0.03, -0.04], [0.06, 0.05, -0.01], [0.25, -0.12, 0.17], [0.04, 0.05, -0.08], [0.08, 0.03, -0.04], [0.08, -0.03, 0.04], [-0.05, -0.03, 0.04], [0.11, 0.15, 0.00], [0.02, 0.06, -0.16], [-0.12, -0.67, 0.12], [-0.30, -0.65, -0.45], [-0.11, 0.21, 0.15], [0.73, 0.31, -0.28], [0.41, -0.13, 0.10], [-0.39, -0.12, 0.37], [-0.01, 0.08, -0.19], [-0.17, -0.45, -0.51], [-0.01, 0.78, 0.45], [-0.02, -0.52, -0.03], [-0.03, -0.09, 0.03], [0.01, 0.00, 0.02], [-0.03, -0.01, 0.00], [-0.02, -0.02, -0.02], [-0.11, 0.13, -0.25]]
}



Entry 2:
{
  "formula": "H8N2OSi2",
  "method": "the ωB97M-V functional and the def2-TZVPD basis",
  "total_energy_ha": -768.4059,
  "e_homo_ev": [-3.8941, -10.3991],
  "charge": 0,
  "spin_multiplicity": 3,
  "species": ["N", "N", "O", "Si", "Si", "H", "H", "H", "H", "H", "H", "H", "H"],
  "xyz": [[-1.50012, -1.39641, 0.90956], [-1.43008, 1.51561, -0.15790], [0.58746, -0.36595, -0.07361], [2.08380, 0.06884, -0.27834], [-1.01898, -0.34139, -0.29692], [-1.08146, -2.28505, 1.20327], [-1.66406, -0.90097, 1.73819], [-1.54514, 2.11854, -0.93766], [-0.58466, 1.80236, 0.37414], [2.83617, 0.02853, 0.96431], [2.14846, 1.51491, -0.54563], [2.57114, -0.85234, -1.31112], [-1.40253, -0.90666, -1.58828]],
  "forces_ev_per_a": [[-0.93, -1.12, 0.49], [1.53, -2.75, 0.95], [-2.02, 0.18, -0.38], [2.20, 0.99, -0.29], [-0.20, -1.56, 0.19], [-0.02, 0.37, -0.78], [-0.61, 0.63, 1.48], [-1.02, 1.98, -2.05], [0.20, 1.21, 1.08], [0.26, -0.51, 0.42], [0.01, 0.10, -0.57], [0.45, 0.15, -0.16], [0.14, 0.32, -0.38]]
}



Entry 3:
{
  "formula": "H14O7",
  "method": "the ωB97M-V functional and the def2-TZVPD basis",
  "smiles": "O.O.O.O.O.O.O",
  "total_energy_ha": -535.0635,
  "e_homo_ev": -10.8110,
  "charge": 0,
  "e_above_lowest_kj_mol": 158.32,
  "species": ["O", "H", "H", "O", "H", "H", "O", "H", "H", "O", "H", "H", "O", "H", "H", "O", "H", "H", "O", "H", "H"],
  "xyz": [[-0.43115, 0.02590, 0.20539], [-0.82519, 0.44047, -0.57671], [-0.52276, -0.90265, 0.14011], [-1.42500, 1.62301, -2.05895], [-1.60688, 1.29349, -2.92693], [-0.57123, 2.05995, -2.04471], [-0.27985, -0.19232, 3.05477], [-0.43319, -0.10060, 2.11544], [-0.93968, 0.30228, 3.54417], [1.24376, -0.43908, -2.24093], [1.47429, -1.02821, -1.52968], [0.80841, 0.17601, -1.68766], [2.19017, -1.81167, 0.26980], [2.71229, -0.96543, 0.32419], [2.81965, -2.50829, 0.24323], [-1.20379, 4.02428, 0.25329], [-0.85346, 3.70799, 1.15542], [-1.52937, 3.26578, -0.24680], [-0.51146, -2.80856, 0.51264], [-0.51795, -3.51789, 1.17252], [0.40241, -2.64446, 0.32140]],
  "forces_ev_per_a": [[0.49, 2.05, 0.07], [-0.42, -0.26, 0.16], [-0.54, -1.76, -0.20], [-0.06, 0.19, 1.44], [0.13, -0.21, -0.84], [0.13, 0.16, -0.53], [0.49, -0.33, 0.85], [-0.35, 0.37, -0.45], [-0.12, 0.05, -0.30], [0.50, -0.48, -0.79], [0.60, -1.16, 0.18], [-0.96, 1.53, 0.52], [-0.08, 2.12, -0.05], [-0.83, -1.30, 0.06], [1.01, -0.89, -0.05], [0.89, -0.37, 1.87], [-0.97, 0.40, -2.35], [0.01, -0.12, 0.43], [-0.92, -0.52, 0.18], [-0.06, 0.42, -0.19], [1.04, 0.09, -0.01]]
}



Entry 4:
{
  "formula": "C22H20ClN3O6S",
  "method": "the ωB97M-V functional and the def2-TZVPD basis",
  "smiles": "CCN(c1ccccc1)S(=O)(=O)c1ccc(Cl)c(NC(=O)COC(=O)c2ccc[n+]([O-])c2)c1",
  "total_energy_ha": -2324.4023,
  "e_homo_ev": -8.5273,
  "charge": 0,
  "e_above_lowest_kj_mol": 229.90,
  "species": ["C", "C", "N", "C", "C", "C", "C", "C", "C", "S", "O", "O", "C", "C", "C", "C", "Cl", "C", "N", "C", "O", "C", "O", "C", "O", "C", "C", "C", "C", "N", "O", "C", "C", "H", "H", "H", "H", "H", "H", "H", "H", "H", "H", "H", "H", "H", "H", "H", "H", "H", "H", "H", "H"],
  "xyz": [[-4.02769, -1.87889, -2.13079], [-5.08812, -1.01634, -1.44839], [-4.60019, -0.25045, -0.31856], [-4.14205, 1.06690, -0.49506], [-3.66919, 1.52216, -1.72450], [-3.23786, 2.82925, -1.86700], [-3.26190, 3.70001, -0.79398], [-3.73810, 3.25479, 0.42728], [-4.18575, 1.95637, 0.57794], [-4.08048, -1.16650, 0.97588], [-4.17352, -0.41906, 2.19069], [-4.76497, -2.42303, 0.90780], [-2.33044, -1.45878, 0.65217], [-1.87352, -2.75862, 0.55591], [-0.53038, -2.98940, 0.30617], [0.32692, -1.91572, 0.14604], [2.00807, -2.21255, -0.17090], [-0.13354, -0.59459, 0.24077], [0.77825, 0.43567, 0.06241], [0.57124, 1.77718, 0.06971], [-0.48489, 2.33616, 0.23191], [1.86154, 2.57383, -0.16699], [2.99371, 1.73638, -0.35023], [3.97620, 1.79609, 0.56837], [3.98445, 2.56036, 1.49510], [5.03809, 0.78870, 0.30425], [6.12584, 0.72084, 1.17304], [7.09362, -0.23940, 0.92428], [6.96215, -1.08930, -0.14758], [5.90183, -1.02241, -0.99342], [5.80250, -1.80780, -1.95951], [4.95281, -0.08508, -0.76370], [-1.48275, -0.37906, 0.51081], [-3.74836, -2.70047, -1.47807], [-4.43193, -2.28990, -3.05283], [-3.13441, -1.30383, -2.36416], [-5.87349, -1.66832, -1.06008], [-5.53636, -0.31429, -2.15481], [-3.63271, 0.86433, -2.57819], [-2.87290, 3.16162, -2.82812], [-2.91354, 4.71474, -0.90756], [-3.76894, 3.92556, 1.27222], [-4.55367, 1.61167, 1.52906], [-2.57033, -3.57074, 0.68550], [-0.14912, -3.99597, 0.23494], [1.72649, 0.12005, -0.12463], [2.02414, 3.23937, 0.68902], [1.73280, 3.18162, -1.06711], [6.18886, 1.40232, 2.00463], [7.95530, -0.33283, 1.56561], [7.68392, -1.85615, -0.38422], [4.13898, -0.06986, -1.47170], [-1.85261, 0.62771, 0.60888]],
  "forces_ev_per_a": [[-0.19, 0.16, -0.02], [-0.20, -0.61, -0.46], [0.06, -0.73, 0.94], [0.19, 0.83, 0.12], [-0.06, -0.24, 0.04], [-0.01, 0.10, -0.01], [0.00, 0.05, -0.04], [0.02, 0.00, -0.05], [-0.02, 0.08, 0.01], [0.31, 0.00, 0.09], [0.17, 0.25, -0.14], [0.10, -0.02, -0.35], [-0.48, -0.08, 0.11], [-0.10, -0.09, 0.04], [-0.04, 0.16, 0.02], [-0.21, 0.04, 0.04], [0.06, -0.06, -0.03], [-0.35, -0.26, 0.04], [0.57, -0.37, -0.07], [0.57, 0.00, -0.12], [-0.12, 0.20, 0.04], [-0.41, 0.60, 0.25], [0.01, -0.18, -0.30], [0.05, 0.19, 0.33], [0.06, -0.14, -0.15], [0.49, -0.21, 0.18], [-0.19, -0.01, -0.18], [-0.28, 0.22, 0.01], [0.38, -0.09, 0.22], [0.09, 0.56, 0.72], [-0.10, -0.76, -0.93], [-0.37, 0.40, 0.08], [0.09, 0.23, 0.02], [0.05, -0.11, -0.06], [0.00, -0.08, -0.09], [0.10, 0.02, -0.06], [-0.04, 0.12, -0.24], [0.02, 0.00, 0.17], [0.00, -0.10, -0.07], [0.02, 0.02, -0.07], [0.04, 0.09, -0.01], [-0.01, 0.05, 0.09], [-0.08, 0.08, 0.03], [-0.03, -0.15, -0.02], [0.06, -0.06, -0.01], [-0.29, 0.27, 0.05], [-0.11, -0.16, -0.21], [0.01, -0.13, 0.11], [0.01, 0.06, 0.08], [0.08, -0.05, 0.02], [-0.11, -0.02, -0.12], [0.10, -0.12, -0.05], [0.09, 0.09, 0.00]]
}